Record 1
Below is a molecular structure, C25H35N3O3, with properties calculated with the ωB97M-V functional and the def2-TZVPD basis.

ORCA input file:
```
! wB97M-V def2-TZVPD RIJCOSX def2/J DEFGRID3
* xyz 0 1
C -3.8313 3.4083 -5.9445
O -3.0015 2.4065 -5.9749
C -2.9206 1.6264 -4.9179
C -3.7025 1.8799 -3.6324
C -3.6534 1.2128 -2.4083
C -2.7750 -0.1121 -2.4090
C -2.0493 -0.4438 -3.4749
C -1.9323 0.5908 -4.7625
O -1.1938 0.3932 -5.8826
C -0.4458 -0.7167 -5.9670
H -0.7626 -1.8200 -5.9650
H 0.5544 -0.6613 -5.1953
H -0.0122 -0.5109 -6.8573
H -1.2585 -1.2358 -3.7055
C -2.5694 -0.8922 -1.3214
N -2.1235 -0.4369 -0.0753
C -0.8815 0.1656 -0.2824
C -0.3346 0.8995 0.9085
N -0.3004 0.1537 1.8634
C -1.6995 -0.4537 2.2420
C -2.0870 -1.0673 1.0625
H -3.1221 -1.6660 1.2226
H -1.4655 -2.1339 0.8769
H -1.7348 -1.1379 3.1659
H -2.1673 0.6729 2.2415
C 0.3090 0.6801 3.1081
C -0.1901 2.1492 3.7252
H 0.2597 2.7653 2.6905
H -1.1537 2.0104 3.9262
H 0.4161 2.3081 4.5052
C 1.9570 0.5952 2.8975
O 2.6886 1.4759 3.5663
N 2.2216 -0.4521 2.1315
H 1.3850 -0.8973 1.9264
C 3.5397 -0.8243 1.8399
C 4.3066 -1.8095 2.6605
C 4.4784 -1.0776 4.0751
C 4.9185 -2.2767 5.0787
C 5.4858 -3.3432 4.7239
C 5.3784 -3.9459 3.4616
C 4.4799 -3.0808 2.5089
H 4.5343 -3.6403 1.5756
H 5.6205 -4.8104 3.2923
H 5.8621 -3.9079 5.6146
H 5.3062 -1.6401 6.0984
H 3.9498 -0.1674 4.3004
C 4.3032 0.3871 1.4399
H 3.7971 0.9931 0.6237
H 5.5106 0.0769 1.0134
H 4.6599 0.9049 2.3473
H 3.4618 -1.4116 0.8078
H 0.1651 0.0089 3.9668
H 0.6994 1.4260 0.5031
H -1.0984 1.7883 0.9458
H -0.8808 0.7128 -1.2971
H -0.0975 -0.9229 -0.5878
H -1.9933 -1.8033 -1.5415
H -3.5890 -1.4475 -1.0018
C -4.4199 1.2355 -1.3839
H -4.0879 1.0174 -0.4662
H -4.9622 2.3865 -1.3872
H -5.3220 0.4728 -1.2433
H -4.3309 2.7383 -3.6293
H -3.4903 4.0885 -4.9984
H -3.7095 3.9355 -6.8346
H -4.8989 3.1808 -5.7906
*
```

- DFT total energy (hartree) = -1362.86104
- gap between HOMO and LUMO (eV) = 7.66
- relative energy (zero: lowest compared OMol25 entry of this formula, charge and spin) (eV) = 21.877
- largest force on an atom (hartree/bohr) = 0.319
- HOMO energy (hartree) = -0.2772

Löwdin population analysis, charges in e, atoms 1 to 8:
1. C -0.159
2. O -0.046
3. C -0.178
4. C 0.064
5. C -0.271
6. C -0.227
7. C 0.082
8. C -0.093

Record 2
Below is C25H35N3O3 in the gas phase, with properties calculated with the ωB97M-V functional and the def2-TZVPD basis.

ORCA input file:
```
! wB97M-V def2-TZVPD RIJCOSX def2/J DEFGRID3
* xyz 0 1
C 5.1327 0.0746 2.2866
H 5.8309 0.2879 1.4739
O 4.2117 -0.9316 1.9273
C 3.5759 -0.8871 0.7192
C 3.0886 -2.1099 0.2751
C 2.3891 -2.2412 -0.9150
C 2.2158 -1.1154 -1.7021
C 2.6920 0.1136 -1.2814
C 3.3373 0.2588 -0.0605
O 3.7154 1.4810 0.4571
C 3.5089 2.6370 -0.3183
H 4.0460 2.5890 -1.2736
H 3.9368 3.4536 0.2717
C 2.0364 2.9745 -0.6097
O 1.7481 3.7137 -1.5293
N 1.1712 2.4000 0.2376
H 1.5495 1.8011 0.9557
C -0.2877 2.4223 0.1106
C -0.7796 3.8634 0.2626
H -1.8620 3.9014 0.1770
H -0.4898 4.2634 1.2319
H -0.3421 4.4823 -0.5156
C -0.8518 1.5345 1.2166
H -0.4614 0.5220 1.1286
H -1.9333 1.4783 1.1338
H -0.5969 1.9312 2.1976
C -0.6823 1.8664 -1.2592
H -0.3852 0.8228 -1.3432
H -1.7579 1.9374 -1.3872
H -0.1999 2.4421 -2.0441
H 2.5227 0.9748 -1.9073
H 1.6949 -1.1834 -2.6445
C 1.7385 -3.5591 -1.2562
N 0.6533 -3.8538 -0.3313
C -0.4277 -2.9741 -0.2448
C -0.9595 -2.6456 1.0019
C -2.0697 -1.8386 1.1187
C -2.7191 -1.3269 -0.0090
C -2.1849 -1.6593 -1.2546
C -1.0618 -2.4561 -1.3698
H -0.6937 -2.6942 -2.3558
H -2.6527 -1.3100 -2.1619
N -3.8063 -0.4673 0.1549
C -4.3138 0.2810 -0.9726
C -4.9785 1.5646 -0.4708
C -6.1029 1.2395 0.5061
C -5.5500 0.3763 1.6351
C -4.8779 -0.8622 1.0472
H -4.4835 -1.4917 1.8434
H -5.6330 -1.4508 0.4962
H -4.8130 0.9459 2.2046
H -6.3494 0.0732 2.3132
H -6.5364 2.1587 0.9045
H -6.8924 0.6930 -0.0155
H -4.2277 2.1755 0.0351
H -5.3619 2.1306 -1.3215
H -3.4853 0.5446 -1.6303
H -5.0471 -0.3062 -1.5523
H -2.4242 -1.5845 2.1064
H -0.4839 -3.0260 1.8964
H 1.0125 -4.0695 0.5916
H 2.4586 -4.3787 -1.1849
H 1.3437 -3.5371 -2.2730
H 3.2698 -2.9672 0.9064
H 4.6325 0.9994 2.5821
H 5.6809 -0.3292 3.1379
*
```

- DFT total energy (hartree) = -1363.63088
- gap between HOMO and LUMO (eV) = 7.86
- SMILES = COc1cc(CNc2ccc(N3CCCCC3)cc2)ccc1OCC(=O)NC(C)(C)C
- relative energy (zero: lowest compared OMol25 entry of this formula, charge and spin) (eV) = 0.928
- largest force on an atom (hartree/bohr) = 0.012
- HOMO energy (hartree) = -0.2618

Löwdin population analysis, charges in e, atoms 1 to 8:
1. C -0.075
2. H 0.100
3. O -0.070
4. C -0.192
5. C 0.044
6. C -0.216
7. C -0.033
8. C -0.004

Record 3
Below is a molecular structure, C25H36AlF3O15S, with properties calculated with the ωB97M-V functional and the def2-TZVPD basis.

ORCA input file:
```
! wB97M-V def2-TZVPD RIJCOSX def2/J DEFGRID3
* xyz 2 1
Al 1.0368 5.2379 -2.8976
C 2.0998 0.4706 -0.5576
F 2.7354 1.2389 0.3141
F 2.9559 0.1169 -1.5154
F 1.6935 -0.6400 0.0570
S 0.6827 1.3789 -1.2542
O 0.0527 0.4961 -2.2110
O -0.1711 1.5830 -0.0881
O 1.2495 2.5895 -1.7721
O 1.5928 -6.9811 2.8029
C 1.5012 -6.4901 1.7231
O 1.5849 -5.1548 1.5068
C 1.7966 -4.9232 0.0986
C 1.0468 -6.0554 -0.5585
C 1.4091 -7.2311 0.3877
H 2.8597 -5.0190 -0.1626
H 1.4530 -3.9203 -0.1361
H 1.2896 -6.2180 -1.6081
H -0.0219 -5.8404 -0.4892
H 2.4222 -7.5878 0.1738
H 0.6957 -8.0343 0.2455
O -1.4967 -5.9248 -2.5635
C -1.6161 -4.7802 -2.8668
O -0.7570 -3.8019 -2.4768
C -1.3177 -2.5199 -2.8582
C -2.0835 -2.8203 -4.1333
C -2.6595 -4.2182 -3.8274
H -0.5480 -1.7802 -3.0644
H -1.9774 -2.1717 -2.0633
H -1.4543 -2.9769 -5.0080
H -2.8482 -2.0814 -4.3615
H -2.6015 -4.8940 -4.6825
H -3.6796 -4.2946 -3.4564
O -0.7411 4.7079 -0.8093
C -1.7683 4.5903 -0.1986
O -2.9370 4.8779 -0.7442
C -4.0276 4.7914 0.1983
C -3.4302 4.2700 1.5190
C -1.9249 4.3265 1.2855
H -4.8326 4.1876 -0.2106
H -4.4168 5.8066 0.2919
H -3.7457 3.2300 1.6002
H -3.7438 4.8288 2.3925
H -1.4225 3.3975 1.5479
H -1.4370 5.1600 1.7923
O -1.3351 3.3629 -3.3406
C -2.4546 2.9749 -3.5469
O -3.2919 3.6542 -4.3318
C -4.4795 2.8646 -4.5467
C -4.6223 2.0772 -3.2334
C -3.1754 1.8195 -2.8687
H -4.3437 2.2008 -5.4018
H -5.3117 3.5405 -4.7094
H -5.4039 1.3265 -3.3417
H -5.0373 2.7937 -2.5142
H -2.8115 0.8759 -3.2891
H -2.9733 1.8070 -1.8013
O 3.2116 5.0390 5.3867
C 2.4576 4.3310 4.8023
O 1.8148 3.3003 5.3601
C 1.3140 2.4204 4.3330
C 1.9093 2.8931 3.0065
C 2.1586 4.3906 3.3146
H 0.2288 2.5564 4.3321
H 1.5071 1.3734 4.5573
H 1.1919 2.7603 2.1963
H 2.8782 2.4702 2.7443
H 1.2358 4.9347 3.0967
H 2.9462 4.8606 2.7374
O 5.7986 -3.5477 1.9825
C 5.1050 -2.7759 2.5586
O 4.4984 -3.0993 3.6940
C 3.6774 -2.0356 4.2027
C 3.4840 -1.1248 2.9837
C 4.6061 -1.4040 2.0051
H 4.2082 -1.4735 4.9692
H 2.7227 -2.3837 4.5832
H 3.4724 -0.0656 3.2507
H 2.5506 -1.3435 2.4677
H 5.4479 -0.7123 2.0247
H 4.3172 -1.5885 0.9744
*
```

- DFT total energy (hartree) = -3042.25861
- gap between HOMO and LUMO (eV) = 1.56
- largest force on an atom (hartree/bohr) = 0.033
- HOMO energy (hartree) = -0.5286

Löwdin population analysis, charges in e, atoms 1 to 8:
1. Al 1.086
2. C -0.687
3. F 0.146
4. F 0.155
5. F 0.134
6. S 0.503
7. O -0.191
8. O -0.199

Record 4
Below is a molecular structure, C25H36As2BrN2O8P2SiTa, with properties calculated with the ωB97M-V functional and the def2-TZVPD basis.

ORCA input file:
```
! wB97M-V def2-TZVPD RIJCOSX def2/J DEFGRID3
* xyz 2 1
Ta -0.5656 0.0611 1.3958
Br 2.9559 -5.2689 -4.4105
C 1.7122 -4.0034 -3.7807
C 2.1227 -2.7014 -3.5331
C 1.2125 -1.7837 -3.0356
C -0.1153 -2.1424 -2.8122
C -0.5106 -3.4553 -3.0658
C 0.3986 -4.3835 -3.5465
N -0.9940 -1.1598 -2.2959
C -2.2101 -1.1990 -2.6470
C -3.2718 -0.3071 -2.1336
C -4.5485 -0.5223 -2.6389
C -5.6113 0.2323 -2.1738
C -5.3583 1.1904 -1.2119
C -4.0528 1.3501 -0.7735
N -3.0149 0.6367 -1.2063
H 3.1474 -2.4134 -3.7247
H 1.5344 -0.7688 -2.8330
H -1.5242 -3.7728 -2.8557
H 0.0899 -5.4032 -3.7312
H -2.5680 -1.9311 -3.3762
H -4.7047 -1.2920 -3.3829
H -6.6117 0.0692 -2.5505
H -6.1462 1.8094 -0.8066
H -3.8405 2.1010 -0.0190
C -1.0947 3.4655 -0.1839
As -0.1399 1.8471 -0.6744
C -0.4081 1.8973 -2.5848
C 1.7319 2.3524 -0.5032
C 2.5275 2.5580 -1.6249
C 3.8519 2.9504 -1.4737
C 4.3865 3.1468 -0.2100
C 3.6022 2.9337 0.9153
C 2.2811 2.5313 0.7692
As 1.1746 2.0870 2.2745
C 0.6560 3.7224 3.1781
C 2.3794 1.3204 3.5743
H -0.9001 4.2043 -0.9596
H -0.7534 3.8532 0.7694
H -2.1598 3.2583 -0.1374
H -0.0282 2.8642 -2.9140
H -1.4756 1.8347 -2.7680
H 0.0961 1.0826 -3.0834
H 2.1351 2.4181 -2.6229
H 4.4654 3.1070 -2.3508
H 5.4156 3.4601 -0.0981
H 4.0330 3.0792 1.8983
H 1.5297 4.3703 3.2297
H 0.3374 3.4592 4.1857
H -0.1541 4.2399 2.6757
H 3.1033 2.0750 3.8775
H 2.8964 0.4709 3.1373
H 1.8085 1.0017 4.4448
O -2.7521 2.0567 2.9560
P -2.6320 0.5181 3.3141
O -3.4688 -0.0225 4.3542
O -1.0644 0.3248 3.2930
O -2.8039 -0.1099 1.7892
P -2.8587 -1.6602 1.1076
O -2.5245 -2.5793 2.3417
O -4.0720 -1.9277 0.3737
O -1.4620 -1.4445 0.4447
H -3.5782 2.4606 3.2641
H -3.2933 -3.0463 2.7059
C 1.2851 -3.5811 0.5574
Si 2.0724 -2.2786 1.5909
C 2.1616 -2.7238 3.3823
C 3.5848 -1.4877 0.8812
O 0.9039 -0.9167 1.5439
H 1.8785 -4.4971 0.6273
H 1.2322 -3.2942 -0.4916
H 0.2806 -3.8138 0.9153
H 3.0292 -3.3659 3.5542
H 1.2762 -3.2857 3.6853
H 2.2611 -1.8623 4.0432
H 4.4008 -2.2124 0.8304
H 3.9327 -0.6437 1.4793
H 3.3880 -1.1400 -0.1345
*
```

- DFT total energy (hartree) = -9760.36764
- gap between HOMO and LUMO (eV) = 5.96
- relative energy (zero: lowest compared OMol25 entry of this formula, charge and spin) (eV) = 3.616
- largest force on an atom (hartree/bohr) = 0.012
- HOMO energy (hartree) = -0.4734

Löwdin population analysis, charges in e, atoms 1 to 8:
1. Ta 1.598
2. Br 0.795
3. C -0.697
4. C -0.120
5. C -0.041
6. C -0.284
7. C -0.022
8. C -0.105